# 1
{"formula": "C2H2O4S", "method": "wB97M-V/def2-TZVPD", "total_energy_ha": -776.48185, "homo_energy_ev": -11.05, "relative_energy_kcal_mol": 24.7, "orbital_gap_ev": 10.454, "species": ["C", "C", "O", "O", "O", "O", "S", "H", "H"], "xyz": [[0.9381, 1.3485, -0.2112], [0.9028, 0.1512, 0.3296], [0.7892, 2.3575, -0.6563], [-0.6371, -2.0762, 0.0094], [-1.7836, -0.2387, 1.0614], [-1.3769, -0.1585, -1.3636], [-1.0914, -0.7250, -0.0890], [1.1745, -0.7016, -0.4256], [1.0843, 0.0427, 1.3452]], "atomic_forces_ev_per_a": [[-0.42, -1.04, 0.67], [0.24, -3.38, -2.96], [-0.01, 2.78, -1.33], [0.36, 0.00, -0.52], [0.00, 0.48, -0.13], [0.37, 0.15, -0.25], [-1.12, -0.45, 1.22], [0.20, 1.74, 1.65], [0.38, -0.29, 1.65]], "nbo_charge": [0.841, -0.907, -0.334, -0.901, -0.894, -0.895, 2.453, 0.337, 0.300]}

# 2
{"formula": "C2H2O4S2", "method": "wB97M-V/def2-TZVPD", "smiles": "O=[S@]12=[S@](=O)(O1)O2.C#C", "total_energy_ha": -1174.59433, "homo_energy_ev": -10.77, "relative_energy_kcal_mol": 7.6, "orbital_gap_ev": 9.986, "species": ["O", "S", "S", "O", "O", "O", "C", "C", "H", "H"], "xyz": [[-4.2940, 2.0773, 0.5981], [-4.8402, 1.1121, -0.3007], [-4.4039, -1.1885, 0.4868], [-4.5849, -2.3311, -0.4113], [-5.6439, -0.0884, 0.5137], [-3.6573, -0.0014, -0.5010], [-0.4282, 0.4566, -0.6979], [-0.0282, -0.3494, 0.0943], [-1.0541, 0.8879, -1.5057], [0.6000, -1.0612, 0.5867]], "atomic_forces_ev_per_a": [[-0.32, 0.17, 0.39], [0.17, 1.28, -0.99], [1.17, -2.11, -1.47], [-0.38, 2.02, 1.48], [-0.24, -0.52, 0.08], [-0.42, -0.81, 0.49], [-1.68, 0.08, -1.35], [1.00, -0.16, -0.19], [1.05, -0.12, 1.24], [-0.34, 0.17, 0.32]], "nbo_charge": [-0.866, 1.741, 1.719, -0.829, -0.888, -0.875, -0.233, -0.250, 0.246, 0.236]}